(1)
# C10H20N3

A molecular structure, C10H20N3 (wB97M-V/def2-TZVPD, the Open Molecules 2025 dataset).

The LUMO energy comes out at -2.70 eV. Its HOMO energy is -12.71 eV. As for the total charge: +1. For the total energy, the calculation gives -15154.4482 eV. The calculation puts the energy above the lowest of the compared OMol25 structures with the same formula, charge and spin at 4.628 eV.

```
33
Properties=species:S:1:pos:R:3:forces:R:3:nbo_charge:R:1
C -2.5535 0.6149 0.2184 4.03 -1.09 0.29 0.23
C 1.6354 -0.4322 0.2098 3.33 -0.07 -2.23 -0.45
C -0.0670 1.0222 -0.8890 1.89 -0.72 1.80 -0.50
C 0.6325 -1.2431 0.9389 1.71 -2.39 -2.37 0.11
C -1.1054 0.2232 -0.2856 -3.80 -0.11 3.70 0.24
C 1.2538 0.9964 0.0850 0.24 1.79 -2.84 0.01
C -3.8241 0.8105 -0.4239 -0.80 6.02 3.54 -0.68
C 1.0286 1.5667 1.4863 -0.92 0.87 -2.24 -0.64
C 2.4159 1.8047 -0.6871 -1.87 -1.80 1.58 -0.61
C -0.5417 -2.0679 -1.2352 -2.36 -0.36 0.40 -0.43
N -1.9737 0.7330 1.3351 0.19 -0.65 -3.48 -0.30
N 1.0841 -2.6023 1.0118 -2.65 0.72 2.33 -0.84
N -0.6653 -1.1600 0.0552 -0.32 -1.07 -0.63 -0.43
H 2.7103 -0.4067 0.6357 -1.86 -0.63 0.04 0.26
H 1.8556 -0.8755 -0.8651 -0.62 0.65 1.98 0.21
H 0.0690 0.4910 -1.8325 0.80 0.18 -0.28 0.24
H -0.3689 1.9979 -1.1139 -0.58 1.49 -0.23 0.25
H 0.4352 -0.8611 1.8785 -0.95 0.73 1.79 0.23
H -4.1731 0.0940 -1.0143 -1.26 -3.21 -2.42 0.24
H -3.7917 1.8238 -1.0122 -0.02 -1.85 0.94 0.27
H -4.5131 1.0149 0.4952 0.64 -0.40 -1.87 0.26
H 1.4216 0.9211 2.1866 1.44 -1.06 1.70 0.20
H -0.0130 1.5357 1.6844 -0.90 0.52 0.39 0.24
H 1.4184 2.5635 1.5606 0.11 0.41 0.27 0.24
H 2.0147 2.5877 -1.2560 -0.62 2.09 0.21 0.22
H 2.7554 1.2625 -1.5136 1.00 -1.71 -0.98 0.21
H 3.2178 2.0125 -0.0027 0.31 0.51 0.05 0.23
H -1.4146 -1.7283 -1.8807 1.43 -0.19 0.52 0.24
H 0.4233 -2.1203 -1.7830 -0.71 0.50 0.80 0.25
H -0.8655 -3.0777 -0.8842 0.75 0.73 -0.33 0.25
H 1.2110 -3.0092 1.9348 -0.14 0.24 -0.47 0.41
H 1.7239 -2.8943 0.3573 1.75 -0.56 -1.52 0.38
H -1.4359 -1.5977 0.6056 0.74 0.41 -0.44 0.45
```
Positions in Å, forces in eV/Å.


(2)
# C7H15FNO3

2 unconnected molecules or ions with the total composition C7H15FNO3 (wB97M-V/def2-TZVPD, the Open Molecules 2025 dataset).

The LUMO energy comes out at -3.19 eV. Its HOMO energy is -14.84 eV. As for the total charge: +1. For the total energy, the calculation gives -17846.3295 eV. The calculation puts the energy above the lowest of the compared OMol25 structures with the same formula, charge and spin at 0.000 eV.

```
27
Properties=species:S:1:pos:R:3:forces:R:3:nbo_charge:R:1
C -2.0210 -2.5900 1.4765 0.13 0.15 0.39 -0.67
C -1.1534 -2.0577 2.6771 -0.53 -1.84 -0.72 0.19
F -1.7729 -0.9981 3.3113 0.48 0.42 -0.20 -0.35
C 0.3304 -1.7655 2.3040 -0.46 -0.81 1.37 -0.27
N 0.6207 -0.3155 2.0847 0.99 0.01 -0.33 -0.67
H -2.8894 -1.9279 1.2899 0.66 -0.19 -0.03 0.25
H -1.3931 -2.7166 0.5709 -0.57 0.19 0.41 0.22
H -2.4487 -3.5782 1.7429 0.34 0.58 -0.17 0.24
H -1.1312 -2.8894 3.4116 0.19 0.59 -0.25 0.19
H 0.6210 -2.3733 1.4315 -0.09 0.67 0.29 0.27
H 0.9478 -2.0770 3.1736 -0.17 0.34 -0.67 0.23
H 1.5087 -0.2733 1.5669 -0.28 0.00 -0.20 0.46
H -0.0646 0.1648 1.4959 -0.14 -0.14 0.18 0.45
H 0.7995 0.1964 2.9525 -0.60 -0.12 0.02 0.44
C 1.4465 2.9814 -3.1078 0.45 -0.17 0.05 -0.63
C 0.7158 1.7007 -2.7749 0.17 0.91 -0.53 0.06
C -0.4829 1.8920 -1.8880 -0.42 0.26 -0.19 -0.10
O -0.5466 0.6350 -1.1952 0.33 -0.26 0.39 -0.49
C 0.7084 0.1341 -1.1691 0.23 0.28 -0.76 0.98
O 1.0406 -0.8081 -0.5047 -0.05 0.07 0.28 -0.66
O 1.5336 0.8262 -1.9754 -0.42 -0.57 0.49 -0.47
H 1.8778 3.4294 -2.2106 -0.16 0.00 0.04 0.22
H 2.2749 2.7783 -3.7870 -0.10 0.03 -0.05 0.24
H 0.7797 3.7027 -3.5809 -0.04 -0.09 0.00 0.24
H 0.4512 1.1686 -3.6930 -0.02 -0.09 0.12 0.20
H -1.3972 2.0704 -2.4504 -0.04 -0.21 0.13 0.23
H -0.3551 2.6907 -1.1523 0.11 -0.03 -0.06 0.19
```
Positions in Å, forces in eV/Å.


(3)
# C20H26FN2O2

A gas-phase ion, C20H26FN2O2 (charge +1) (wB97M-V/def2-TZVPD, the Open Molecules 2025 dataset).

The LUMO energy comes out at -2.15 eV. Its HOMO energy is -11.64 eV. As for the total charge: +1. For the total energy, the calculation gives -30948.0184 eV. The calculation puts the energy above the lowest of the compared OMol25 structures with the same formula, charge and spin at 0.277 eV.

```
51
Properties=species:S:1:pos:R:3:forces:R:3:nbo_charge:R:1
O -0.0967 -0.5057 1.0251 0.23 0.03 0.00 -0.75
C -1.2823 -1.2866 1.0578 -0.49 -0.33 0.08 0.04
C -2.2621 -0.8440 -0.0641 0.23 -0.09 0.08 -0.10
O -1.9694 0.4531 -0.5329 0.06 -0.05 -0.14 -0.55
C -2.7455 1.4996 0.0484 -0.11 0.17 0.00 -0.08
C -2.5168 1.6379 1.5321 -0.04 -0.03 -0.16 -0.10
C -3.4475 1.1595 2.4460 0.03 0.06 -0.05 -0.15
C -3.2000 1.2415 3.8059 -0.04 -0.05 0.05 -0.21
C -2.0177 1.7968 4.2656 0.00 -0.02 0.05 -0.20
C -1.0867 2.2817 3.3622 0.12 0.01 0.00 -0.19
C -1.3345 2.2040 2.0021 -0.16 0.06 0.03 -0.25
C -0.8962 -2.7856 0.9502 -0.13 0.46 0.30 -0.22
N 0.1757 -3.1397 0.0619 0.03 0.23 -0.05 -0.46
C 1.5396 -2.9089 0.4909 0.08 -0.27 0.10 -0.23
C 2.3141 -2.0396 -0.5153 0.36 -0.50 0.50 -0.23
N 1.3758 -1.0699 -1.1251 -0.11 0.47 0.29 -0.44
C 2.0530 0.0201 -1.8111 0.19 0.59 -0.19 0.10
C 2.9361 -0.2294 -2.8544 -0.06 0.04 0.09 -0.22
C 3.5699 0.8172 -3.5006 0.00 -0.10 0.00 -0.20
C 3.3291 2.1266 -3.1164 -0.08 -0.06 0.09 -0.16
C 2.4552 2.3939 -2.0782 -0.09 -0.13 0.09 -0.25
C 1.8300 1.3397 -1.4382 0.09 -0.16 -0.10 0.38
F 0.9877 1.5949 -0.4202 0.02 0.03 -0.01 -0.32
C 0.4122 -1.7696 -2.0114 -0.61 -0.58 -0.33 -0.24
C 0.0138 -3.1220 -1.3601 0.09 -0.02 -0.16 -0.24
H -0.3625 0.4306 1.0670 0.07 -0.23 0.04 0.53
H -1.7650 -1.1296 2.0309 0.07 -0.03 -0.13 0.20
H -2.1790 -1.5102 -0.9270 -0.04 0.00 0.05 0.18
H -3.2890 -0.9102 0.3069 0.00 -0.05 -0.03 0.20
H -3.8080 1.3239 -0.1604 0.08 0.05 0.01 0.19
H -2.4213 2.3986 -0.4805 -0.12 -0.05 0.07 0.21
H -4.3764 0.7333 2.0946 -0.10 -0.04 -0.06 0.21
H -3.9336 0.8735 4.5067 -0.06 -0.03 0.08 0.23
H -1.8268 1.8608 5.3255 0.02 0.01 0.10 0.23
H -0.1701 2.7288 3.7155 0.08 0.05 0.05 0.22
H -0.6209 2.6111 1.2992 0.10 0.08 -0.11 0.22
H -1.7896 -3.3406 0.6542 -0.05 -0.03 0.09 0.21
H -0.6079 -3.1333 1.9439 -0.11 -0.03 -0.01 0.22
H 2.0638 -3.8691 0.5922 0.12 0.16 0.01 0.21
H 1.5278 -2.4250 1.4676 0.05 -0.03 -0.07 0.23
H 2.7546 -2.6512 -1.3042 -0.04 0.14 -0.04 0.22
H 3.1126 -1.4943 -0.0108 -0.07 0.02 -0.13 0.24
H 0.7907 -0.7004 -0.2990 0.21 -0.02 -0.32 0.50
H 3.1363 -1.2425 -3.1656 0.00 -0.14 -0.03 0.23
H 4.2537 0.6070 -4.3070 0.06 -0.03 -0.07 0.24
H 3.8226 2.9401 -3.6229 0.05 0.09 -0.05 0.24
H 2.2503 3.4016 -1.7546 -0.04 0.10 0.06 0.25
H 0.8737 -1.9447 -2.9847 0.05 0.12 0.10 0.22
H -0.4434 -1.1067 -2.1505 0.12 0.06 0.04 0.23
H 0.6482 -3.9141 -1.7742 -0.09 0.05 -0.12 0.20
H -1.0167 -3.3671 -1.6157 0.04 0.00 -0.08 0.23
```
Positions in Å, forces in eV/Å.


(4)
# C2H6NO2

2 unconnected molecules or ions with the total composition C2H6NO2 (wB97M-V/def2-TZVPD, the Open Molecules 2025 dataset).

The LUMO energy comes out at -5.12 eV. Its HOMO energy is -15.00 eV. As for the total charge: +1. For the total energy, the calculation gives -7749.0356 eV. The calculation puts the energy above the lowest of the compared OMol25 structures with the same formula, charge and spin at 0.870 eV.

```
11
Properties=species:S:1:pos:R:3:forces:R:3:nbo_charge:R:1
C 1.8102 0.9169 -0.3751 0.71 0.38 -0.27 0.17
N 0.9979 1.6066 0.3066 -0.09 -0.58 0.34 -0.56
H 1.6299 -0.1281 -0.5909 -0.28 0.00 0.18 0.26
H 2.7102 1.4030 -0.7330 -0.03 0.00 -0.16 0.22
H 1.1177 2.5760 0.5362 0.37 0.50 -0.07 0.44
H 0.2031 1.1544 0.7261 -0.65 -0.31 -0.19 0.45
O -0.6908 -0.4602 -0.4936 -0.04 0.08 0.39 -0.67
C -1.6144 -1.1425 -0.1021 0.97 0.75 -0.50 0.66
O -1.3716 -2.3538 0.3498 -0.67 -0.36 0.01 -0.64
H -2.6127 -0.6990 -0.1278 -0.43 -0.67 0.20 0.14
H -2.1795 -2.8733 0.5038 0.13 0.22 0.07 0.51
```
Positions in Å, forces in eV/Å.